# 1
The following is a quantum chemistry calculation of a molecular structure, C31H41NO2P2ReSi, from OMol25.

E_tot: -66979.9079 eV
Maximum force: 5.32 eV/Å
LUMO (alpha / beta): 0.13 / -0.53 eV
ΔE to the lowest compared entry with this formula, charge and spin: 123.2 kJ/mol
2S+1: 4

XYZ file:
```
79
Properties=species:S:1:pos:R:3:mulliken_charge:R:1
Re 0.15715 -0.19035 -0.17633 0.92
P 0.58851 0.88462 -2.01479 0.80
P -0.90943 -0.64453 3.14183 1.38
Si 0.25608 -2.20528 -1.34703 0.76
O -0.26111 -0.91780 1.76598 -0.12
O 1.98910 -1.27119 0.76636 -0.75
N -1.60366 0.22144 -0.35742 0.15
C 2.38350 -1.92980 5.11462 -0.61
C -3.19848 -2.02149 2.44125 -0.07
C -4.16739 -2.98303 2.63942 -0.60
C -2.15862 -1.87752 3.39519 -0.14
C -3.09235 -3.67542 4.70204 -0.62
C -5.76114 -0.13868 -0.69567 -0.72
C 2.40213 -1.10964 6.23139 -0.47
C -2.92235 0.17364 -0.54293 -0.39
C 0.40384 -0.78854 4.32266 0.43
C 1.44134 -0.11385 6.40774 -0.65
C 2.63559 0.87414 2.05641 -0.98
C -3.82210 1.16785 0.02226 -0.14
C -0.74620 2.10984 2.97694 0.12
C -1.24738 3.38795 3.05811 -0.66
C 2.69276 0.03720 0.67762 2.15
C 1.38972 -1.77780 4.13416 -0.53
C 0.42547 0.06073 5.43903 -0.65
C -4.13961 -3.83832 3.76025 -0.67
C -2.95994 1.21985 3.47927 -0.55
C 2.07463 0.44010 -3.03288 -1.08
C -0.69840 0.92442 -3.34741 -1.16
C -2.11687 -2.71159 4.52177 -0.77
C 4.11305 -0.13028 0.14240 -2.00
C -4.89220 -1.02450 -1.29930 -0.37
C -5.18201 0.98990 -0.02554 -0.46
C 1.86210 -3.11959 -1.61267 -1.12
C -2.60807 3.62505 3.33876 -0.54
C -3.45497 2.50671 3.54362 -0.65
C 0.82744 2.70349 -1.80837 -1.16
C -3.56580 -0.92840 -1.28468 0.10
C -1.59919 0.99682 3.18465 0.46
H 1.16595 3.15188 -2.76804 0.46
H -2.99647 4.62246 3.39636 0.42
H 2.08326 1.81429 2.06190 0.13
H -4.88683 -4.59697 3.90132 0.42
H -0.13913 3.16150 -1.48571 0.29
H -3.33793 2.02383 0.49606 0.37
H 3.00025 0.51963 -2.40412 0.20
H 3.75614 1.10854 2.13719 0.58
H 1.95922 -0.60346 -3.41646 0.21
H -4.51966 2.67619 3.75107 0.39
H 1.44898 0.54280 7.27193 0.40
H -3.22626 -1.36150 1.57372 0.23
H 1.59416 -4.03771 -2.14678 0.41
H -3.05983 -4.32875 5.57396 0.40
H -0.30561 1.50094 -4.21215 0.48
H 1.59287 2.87108 -1.01470 0.28
H 0.30193 1.93860 2.75460 0.04
H 2.33163 0.08987 2.84843 0.02
H -5.81895 1.71620 0.44063 0.42
H 1.38043 -2.40153 3.25646 0.43
H -1.32267 -2.57788 5.25551 0.37
H -0.28031 -2.11350 -2.68663 -0.34
H -5.35075 -1.89844 -1.85006 0.23
H 2.12579 1.16243 -3.88605 0.49
H 4.56175 -0.74611 0.87014 0.57
H -3.61396 0.36230 3.65913 0.40
H -0.55410 -3.12590 -0.54702 -0.33
H 2.30804 -3.38149 -0.63485 0.19
H -0.94653 -0.10724 -3.66227 0.25
H -4.98180 -3.09303 1.90590 0.44
H -6.80218 -0.24112 -0.70591 0.52
H 2.11692 0.90355 0.05354 -1.04
H 3.13956 -2.70968 4.98078 0.40
H -0.32259 0.82172 5.56069 0.51
H 4.18635 -0.56841 -0.87721 0.29
H -1.61335 1.42267 -2.95331 0.28
H -2.85474 -1.62930 -1.77253 0.16
H -0.57049 4.24718 2.90479 0.38
H 4.61936 0.85902 0.16813 0.41
H 2.58025 -2.54560 -2.20042 0.26
H 3.18657 -1.23583 7.00420 0.33
```

---

# 2
The following is a quantum chemistry calculation of a molecular structure, C31H42BF16GeMoNO3Sb, from OMol25.

E_tot: -149537.2876 eV
Maximum force: 0.37 eV/Å
Net charge: -1
LUMO (alpha / beta): 2.43 / 2.49 eV
ΔE to the lowest compared entry with this formula, charge and spin: 86.4 kJ/mol
2S+1: 3

XYZ file:
```
97
Properties=species:S:1:pos:R:3:mulliken_charge:R:1
Sb -3.06860 0.83079 -0.36677 0.71
Mo 0.05085 0.35324 -0.16838 -0.92
Ge -1.33439 -2.42844 -2.26958 1.01
F -2.08313 3.45793 2.16095 -0.16
F 4.44268 -0.99630 -2.83171 -0.28
F -0.77255 3.92923 3.80521 -0.29
F 3.83135 2.01985 -1.19398 -0.27
F 1.79507 3.80704 2.67252 -0.32
F -2.80144 -2.03613 3.59266 -0.38
F 0.26658 4.45967 1.29556 -0.28
F 1.67158 2.93812 0.69413 -0.06
F -0.51325 -2.20152 3.77409 -0.38
F -1.59704 -3.17967 2.00922 -0.35
F 5.11801 0.33054 -0.75783 -0.31
F 3.23983 0.69100 -3.38974 -0.30
F -1.44899 -0.89917 2.13153 0.57
F 3.72780 1.03435 0.71609 -0.19
F 2.33509 -1.26473 -3.22954 -0.05
F -1.82883 2.03589 3.75914 -0.21
O -0.89894 2.63781 -2.88061 0.29
O -0.60333 1.68529 1.12558 0.83
O 1.57558 0.47148 -1.32597 -0.67
N 1.38166 -0.20324 1.23523 1.91
C -0.89130 2.16556 -4.21920 -0.62
C 2.44294 -0.41386 3.40038 -0.59
C 3.27417 -2.65462 -0.78437 -0.83
C 2.74139 -1.43860 -0.35171 -0.74
C 1.50345 0.21060 2.56401 0.09
C -3.90513 2.76844 -0.68659 -1.28
C 2.57430 -0.08768 4.73242 -1.46
C -3.99477 0.49320 1.50635 -1.12
C 3.87369 0.82496 -0.58715 0.30
C -0.67518 -1.57163 -0.63714 0.15
C 1.78929 0.90064 5.30694 0.47
C 3.07241 -3.83434 -0.08732 0.58
C 3.22680 -0.43675 -2.66639 -0.52
C 2.00539 -1.40530 0.83621 -0.78
C 0.93703 1.58871 4.46322 -0.50
C 3.63253 -5.12965 -0.60311 -1.73
C 1.76653 -2.59968 1.52281 0.24
C 1.88819 1.24572 6.76602 -1.57
C 0.18798 1.12232 -4.35466 -0.73
C -0.00475 2.24774 2.23036 2.14
C -0.87112 4.45033 -1.35749 -0.67
C 0.79629 1.29989 3.10931 -1.17
C -4.59392 -0.16949 -1.49432 -1.27
C -1.18175 2.92003 2.99937 -0.19
C 0.09529 -3.46038 -3.11582 -1.20
C -1.20838 4.01445 -2.75945 -0.69
C 0.94253 3.37892 1.72864 0.15
C 2.29772 -3.78746 1.07112 -1.33
C -2.65741 -3.72265 -1.62998 -1.40
C -2.14027 -1.33780 -3.69070 -1.16
C 2.82747 -0.15835 -1.18423 2.82
B -1.59619 -2.08969 2.89680 0.17
H -3.09457 -4.27812 -2.46166 0.42
H 3.85712 -2.70262 -1.69176 0.49
H -4.98415 2.66971 -0.56490 0.58
H 1.16228 1.55725 -4.15669 0.33
H -1.46662 -1.72899 0.10203 0.60
H -2.38413 -0.32937 -3.36903 0.02
H 0.71809 -2.83593 -3.75357 0.33
H -2.26878 4.18814 -2.99892 0.31
H 0.04619 0.30275 -3.65022 -0.39
H 2.38662 2.20501 6.92588 0.31
H -4.37116 -1.22165 -1.63714 0.22
H -3.45505 -3.23784 -1.06983 0.32
H 0.18287 0.70172 -5.36368 0.48
H 0.37090 2.40188 4.89411 0.53
H 0.11081 -2.26414 -0.31332 -0.79
H -3.68372 3.13773 -1.68452 0.23
H 2.08605 -4.69881 1.61711 0.41
H -4.71280 0.29798 -2.46936 0.37
H 3.08130 -1.18350 3.00030 0.49
H 0.19921 4.35608 -1.18168 0.21
H 2.45621 0.48748 7.30487 0.39
H -3.41508 0.94073 2.30379 0.10
H -0.69477 3.00080 -4.90390 0.47
H -1.45983 -1.27033 -4.53776 0.47
H -5.52041 -0.07265 -0.92861 0.50
H -4.05253 -0.57441 1.70427 0.35
H 0.73350 -3.92244 -2.36231 0.19
H 0.90099 1.30827 7.22681 0.36
H -1.88060 1.76288 -4.47504 0.23
H 1.12602 -2.58241 2.39597 0.63
H -1.15731 5.49034 -1.19385 0.45
H -2.17423 -4.42312 -0.94919 0.37
H 2.86999 -5.71843 -1.11752 0.29
H -0.61686 4.58171 -3.49244 0.52
H -3.52216 3.46667 0.05328 0.29
H 4.44251 -4.95238 -1.31045 0.40
H 4.02405 -5.74450 0.20849 0.42
H -4.99132 0.93468 1.45439 0.54
H -0.34712 -4.24724 -3.72877 0.49
H -3.05973 -1.82169 -4.02415 0.48
H 3.29879 -0.62452 5.33381 0.30
H -1.38138 3.83677 -0.61693 -0.20
```